(1)
# C41H39N7O2S3V

A structure of composition C41H39N7O2S3V (wB97M-V/def2-TZVPD, the OMol25 dataset).

Cartesian coordinates (Å):
V (-0.852, 0.951, -0.153)
C (-5.054, 0.540, -1.115)
C (-3.609, 0.699, -1.444)
N (-2.722, 0.855, -0.542)
N (-2.727, 0.787, 0.829)
C (-3.344, 1.813, 1.467)
S (-3.962, 3.192, 0.810)
S (-3.384, 1.642, 3.224)
C (-3.692, -0.139, 3.530)
C (-2.521, -0.921, 4.049)
C (-2.080, -0.761, 5.359)
C (-0.975, -1.458, 5.823)
C (-0.302, -2.336, 4.983)
C (-0.745, -2.513, 3.680)
C (-1.849, -1.810, 3.218)
C (-3.083, 0.693, -2.813)
C (-3.975, 0.768, -3.890)
C (-3.539, 0.778, -5.198)
C (-2.170, 0.707, -5.448)
C (-1.266, 0.633, -4.408)
C (-1.686, 0.627, -3.066)
O (-0.750, 0.537, -2.134)
H (-5.169, 0.278, -0.064)
H (-5.514, -0.223, -1.741)
H (-5.576, 1.485, -1.275)
H (-4.066, -0.574, 2.605)
H (-4.503, -0.142, 4.259)
H (-2.604, -0.083, 6.022)
H (-0.645, -1.327, 6.844)
H (0.553, -2.889, 5.348)
H (-0.230, -3.202, 3.022)
H (-2.175, -1.917, 2.192)
H (-5.036, 0.829, -3.687)
H (-4.246, 0.842, -6.013)
H (-1.806, 0.714, -6.467)
H (-0.202, 0.583, -4.597)
C (-1.253, 4.959, -1.803)
C (-0.571, 5.738, -0.887)
C (-0.014, 5.137, 0.231)
C (-0.150, 3.768, 0.388)
N (-0.805, 3.013, -0.510)
C (-1.349, 3.596, -1.577)
C (0.311, 3.041, 1.601)
C (1.095, 3.622, 2.582)
C (1.371, 2.894, 3.731)
C (0.856, 1.617, 3.859)
C (0.115, 1.093, 2.811)
N (-0.135, 1.780, 1.702)
H (-1.719, 5.385, -2.679)
H (-0.486, 6.806, -1.028)
H (0.496, 5.730, 0.975)
H (-1.878, 2.948, -2.261)
H (1.474, 4.626, 2.465)
H (1.972, 3.330, 4.517)
H (1.018, 1.020, 4.745)
H (-0.283, 0.091, 2.848)
O (-0.698, -1.207, 0.058)
S (-1.161, -2.022, -1.168)
C (0.354, -2.407, -2.091)
C (0.744, -3.859, -1.791)
C (0.141, -4.210, -0.433)
C (-1.287, -3.684, -0.502)
H (1.063, -1.672, -1.710)
H (0.174, -2.188, -3.142)
H (1.826, -3.985, -1.811)
H (0.329, -4.515, -2.558)
H (0.677, -3.691, 0.365)
H (0.174, -5.277, -0.219)
H (-1.818, -3.615, 0.445)
H (-1.893, -4.254, -1.209)
C (3.340, 1.442, -1.504)
C (1.962, 1.457, -1.358)
N (1.337, 0.746, -0.420)
C (2.065, -0.023, 0.393)
C (3.446, -0.124, 0.309)
C (4.090, 0.648, -0.655)
C (4.196, -1.018, 1.222)
C (5.046, -1.968, 0.841)
C (5.360, -2.375, -0.547)
C (4.421, -2.415, -1.572)
C (4.863, -2.832, -2.813)
N (6.124, -3.187, -3.041)
C (6.934, -3.130, -1.992)
N (6.622, -2.753, -0.758)
H (3.807, 2.039, -2.273)
H (1.325, 2.038, -2.013)
H (1.505, -0.609, 1.114)
H (5.168, 0.609, -0.741)
H (4.058, -0.846, 2.283)
H (5.611, -2.503, 1.594)
H (3.389, -2.144, -1.409)
H (4.183, -2.885, -3.657)
H (7.962, -3.429, -2.157)

The value obtained for the calculated total energy is -4258.0306 Eh. The calculation puts the lowest unoccupied orbital energy (spin up / spin down) at -2.93 / -3.12 eV. The multiplicity is 3. As for the total charge: +1. As for the expectation value of S²: 2.022. As for the frontier orbital gap (spin up / spin down): 7.02 / 6.96 eV.



(2)
# C41H39N9OTeV

A structure of composition C41H39N9OTeV (wB97M-V/def2-TZVPD, the OMol25 dataset).

Cartesian coordinates (Å):
V (-1.063, 0.799, 1.078)
N (-1.713, 0.139, 5.120)
C (-1.285, 1.067, 4.258)
N (-1.588, 0.670, 3.037)
C (-2.216, -0.542, 3.229)
N (-2.298, -0.884, 4.490)
C (-2.762, -1.190, 2.054)
C (-3.621, -2.286, 2.056)
N (-4.199, -2.717, 0.949)
C (-3.969, -2.023, -0.169)
C (-3.103, -0.950, -0.205)
N (-2.448, -0.537, 0.905)
H (-1.657, 0.141, 6.127)
H (-0.787, 1.983, 4.529)
H (-3.847, -2.801, 2.982)
H (-4.489, -2.353, -1.060)
H (-2.911, -0.390, -1.111)
N (-2.168, 11.046, -1.197)
C (-2.265, 9.917, -1.009)
C (-2.388, 8.512, -0.760)
C (-1.308, 7.794, -0.254)
C (-1.431, 6.441, -0.006)
C (-2.634, 5.790, -0.259)
C (-3.712, 6.505, -0.764)
C (-3.591, 7.859, -1.014)
N (-2.757, 4.388, -0.007)
C (-3.868, 3.609, -0.234)
C (-3.536, 2.344, 0.127)
N (-2.231, 2.325, 0.574)
C (-1.799, 3.574, 0.479)
H (-0.373, 8.299, -0.056)
H (-0.577, 5.906, 0.383)
H (-4.657, 6.024, -0.971)
H (-4.430, 8.416, -1.407)
H (-4.796, 3.987, -0.620)
H (-4.164, 1.471, 0.106)
H (-0.811, 3.885, 0.764)
C (2.644, -5.037, -5.358)
C (2.194, -4.027, -4.346)
C (2.995, -3.682, -3.265)
C (2.567, -2.801, -2.282)
C (3.461, -2.476, -1.120)
C (1.293, -2.241, -2.415)
Te (0.140, -1.417, -0.823)
N (0.327, 0.472, -0.295)
C (1.125, 1.378, 0.299)
O (0.543, 2.000, 1.240)
C (2.488, 1.740, -0.110)
C (3.009, 1.374, -1.350)
C (4.291, 1.765, -1.697)
C (5.056, 2.514, -0.812)
C (4.544, 2.874, 0.429)
C (3.262, 2.496, 0.777)
C (0.678, -2.562, 0.890)
C (1.567, -2.198, 1.907)
C (2.540, -1.061, 1.799)
C (1.590, -2.963, 3.069)
C (0.782, -4.078, 3.239)
C (0.798, -4.873, 4.509)
C (-0.047, -4.454, 2.183)
C (-0.117, -3.722, 1.011)
C (-0.964, -4.250, -0.120)
C (0.480, -2.506, -3.540)
C (-0.850, -1.827, -3.791)
C (0.954, -3.403, -4.481)
H (3.661, -5.370, -5.165)
H (2.594, -4.624, -6.366)
H (1.988, -5.908, -5.332)
H (3.982, -4.120, -3.174)
H (4.493, -2.736, -1.347)
H (3.162, -3.041, -0.234)
H (3.427, -1.412, -0.889)
H (2.403, 0.812, -2.052)
H (4.703, 1.492, -2.659)
H (6.052, 2.829, -1.093)
H (5.147, 3.447, 1.121)
H (2.843, 2.769, 1.735)
H (2.571, -0.664, 0.794)
H (3.546, -1.403, 2.045)
H (2.295, -0.258, 2.498)
H (2.285, -2.688, 3.854)
H (1.637, -4.598, 5.145)
H (0.857, -5.940, 4.296)
H (-0.126, -4.704, 5.066)
H (-0.651, -5.349, 2.275)
H (-1.644, -5.020, 0.236)
H (-0.328, -4.696, -0.890)
H (-1.573, -3.476, -0.593)
H (-0.818, -0.775, -3.507)
H (-1.665, -2.320, -3.253)
H (-1.088, -1.873, -4.851)
H (0.346, -3.625, -5.350)

The value obtained for the calculated total energy is -3365.3734 Eh. The calculation puts the lowest unoccupied orbital energy (spin up / spin down) at -5.68 / -6.03 eV. The multiplicity is 4. As for the total charge: +2. As for the expectation value of S²: 3.772. As for the frontier orbital gap (spin up / spin down): 6.59 / 7.40 eV.



The lowest total charge belongs to which entry? C41H39N7O2S3V